C3H7N2O | ωB97M-V/def2-TZVPD

Last columns: bonded neighbours and bond lengths (Å).
Cartesian coordinates (Å):
1 C -0.285 0.974 -0.105  C2 1.272, N5 1.248
2 C 0.028 1.754 -1.061  C1 1.272, H7 1.038, H9 1.023
3 C 0.546 -0.116 1.795  N5 1.459, H10 0.994, H11 1.137, H12 1.116
4 N 0.145 -2.005 -2.109  O6 1.201, H8 1.062
5 N -0.536 0.267 0.893  C1 1.248, C3 1.459, H13 1.067
6 O -0.480 -1.631 -1.155  N4 1.201
7 H 0.213 1.489 -2.047  C2 1.038
8 H -0.064 -2.949 -2.548  N4 1.062
9 H -0.237 2.742 -1.020  C2 1.023
10 H 1.439 0.097 1.415  C3 0.994
11 H 0.409 -1.228 1.985  C3 1.137
12 H 0.376 0.420 2.759  C3 1.116
13 H -1.555 0.186 1.199  N5 1.067

The highest occupied orbital energy (spin up / spin down) comes out at -13.15 / -13.15 eV. For the total energy, the calculation gives -8240.0778 eV. The net charge is +1. The relative energy (zero: lowest compared OMol25 entry of this formula, charge and spin) comes out at 584.81 kJ/mol.